# 1
{"formula": "C23H27N5O2", "method": "the ωB97M-V functional and the def2-TZVPD basis", "elements": ["C", "N", "C", "C", "C", "N", "H", "C", "N", "C", "O", "C", "C", "C", "C", "C", "C", "H", "H", "O", "C", "C", "C", "N", "C", "C", "N", "C", "C", "C", "C", "H", "H", "H", "H", "H", "H", "C", "C", "H", "H", "H", "H", "H", "H", "H", "H", "H", "H", "H", "H", "H", "H", "H", "H", "H", "H"], "xyz": [[-6.211216, -2.616773, -1.974611], [-6.176753, -1.396103, -1.222907], [-5.405608, -1.108119, -0.158237], [-5.724767, 0.176627, 0.236471], [-6.711398, 0.578448, -0.677847], [-6.972723, -0.382328, -1.543927], [-7.236033, 1.511920, -0.728394], [-5.100963, 0.955792, 1.348063], [-3.764566, 1.404161, 1.000503], [-2.666218, 0.673535, 1.318444], [-2.726449, -0.334915, 1.999847], [-1.377764, 1.198001, 0.790330], [-1.156898, 2.531975, 0.449676], [0.071373, 2.934758, -0.022227], [1.126186, 2.025678, -0.177970], [0.908250, 0.697095, 0.174240], [-0.324123, 0.302306, 0.655279], [-0.487613, -0.727276, 0.935426], [1.680583, -0.044940, 0.079246], [2.261479, 2.575017, -0.670486], [3.501810, 1.891564, -0.808518], [3.517087, 0.774277, -1.853545], [4.965463, 0.290816, -2.024530], [5.607526, -0.122738, -0.797833], [5.441471, -1.503124, -0.387740], [4.105556, -1.916746, 0.191680], [3.166743, -2.281894, -0.673684], [1.990983, -2.674942, -0.214920], [1.676499, -2.730711, 1.134208], [2.647702, -2.339949, 2.043066], [3.881440, -1.929334, 1.566815], [4.663726, -1.627925, 2.247725], [2.447372, -2.359310, 3.104518], [0.705962, -3.066128, 1.463482], [1.269729, -2.956307, -0.971874], [6.221057, -1.710659, 0.353274], [5.628449, -2.120613, -1.269892], [5.522635, 0.883827, 0.234097], [4.099370, 1.395915, 0.509714], [4.133961, 2.216940, 1.228397], [3.493358, 0.598714, 0.937619], [6.137549, 1.732204, -0.092151], [5.960057, 0.484561, 1.151191], [5.564397, 1.112669, -2.437297], [4.992517, -0.541264, -2.728837], [3.140479, 1.156904, -2.803557], [2.895177, -0.067623, -1.557457], [4.150180, 2.698910, -1.182155], [0.253395, 3.966126, -0.281643], [-1.932805, 3.272256, 0.581677], [-3.692978, 2.105754, 0.281602], [-4.990878, 0.323190, 2.232834], [-5.713436, 1.828011, 1.591563], [-4.697801, -1.801316, 0.248494], [-5.230905, -2.832294, -2.403760], [-6.511566, -3.452385, -1.339396], [-6.937972, -2.491515, -2.774516]], "forces_ev_per_a": [[-0.015, -0.420, -0.245], [0.202, 0.286, 0.362], [-0.069, 0.304, 0.172], [0.022, -0.201, 0.052], [0.245, -0.247, 0.195], [-0.587, 0.103, -0.650], [-0.148, 0.206, -0.039], [0.050, -0.190, 0.033], [-0.109, 0.335, 0.047], [-0.025, 0.323, -0.084], [-0.039, -0.343, 0.068], [0.307, -0.130, -0.006], [0.000, -0.186, 0.012], [0.227, 0.008, -0.102], [-0.296, 0.170, 0.074], [0.332, -0.006, -0.107], [-0.283, 0.140, 0.056], [-0.012, -0.079, 0.037], [0.122, -0.041, -0.017], [-0.258, 0.090, 0.019], [0.423, -0.314, -0.016], [0.002, 0.237, 0.091], [-0.159, 0.043, -0.114], [0.029, -0.141, 0.035], [0.163, 0.058, 0.013], [0.148, -0.044, 0.296], [0.225, -0.015, -0.423], [-0.315, -0.122, 0.143], [0.091, 0.034, 0.019], [-0.015, 0.003, -0.061], [-0.070, -0.077, -0.115], [0.091, 0.026, 0.049], [-0.019, -0.003, 0.072], [-0.108, -0.030, 0.008], [-0.129, -0.054, 0.024], [-0.035, -0.064, -0.046], [-0.004, -0.048, 0.120], [-0.074, 0.099, 0.080], [-0.044, 0.148, -0.179], [-0.012, 0.025, 0.032], [-0.008, 0.061, 0.018], [0.010, 0.029, 0.117], [0.064, 0.054, 0.005], [-0.046, -0.016, -0.100], [0.044, 0.050, -0.045], [-0.023, 0.019, -0.043], [-0.015, 0.060, -0.046], [-0.056, -0.179, 0.068], [0.023, 0.112, -0.016], [-0.061, 0.071, 0.012], [0.097, -0.111, 0.024], [-0.089, 0.217, -0.054], [0.041, -0.120, 0.051], [0.170, -0.193, 0.083], [-0.063, 0.021, 0.003], [-0.004, 0.046, -0.047], [0.062, -0.004, 0.066]], "lowdin_charge": [-0.024, -0.222, -0.019, -0.202, -0.118, 0.063, 0.102, -0.134, 0.070, -0.457, 0.054, -0.144, -0.029, 0.005, -0.244, 0.007, -0.002, 0.106, 0.073, -0.004, -0.308, -0.105, -0.171, -0.167, -0.131, -0.278, 0.108, -0.148, -0.074, -0.055, -0.033, 0.113, 0.110, 0.105, 0.111, 0.121, 0.123, -0.171, -0.103, 0.127, 0.089, 0.124, 0.119, 0.122, 0.122, 0.126, 0.083, 0.157, 0.119, 0.110, 0.132, 0.123, 0.122, 0.129, 0.089, 0.089, 0.087], "homo_ev": -8.36, "e_lumo_ev": 0.7, "energy_ev": -35834.68452, "smiles": "Cn1cc(CNC(=O)c2ccc(OC3CCN(Cc4ccccn4)CC3)cc2)cn1", "de_lowest_kcal_mol": 64.4}



# 2
{"formula": "C3H9N4", "method": "the ωB97M-V functional and the def2-TZVPD basis", "elements": ["C", "C", "C", "N", "N", "N", "N", "H", "H", "H", "H", "H", "H", "H", "H", "H"], "xyz": [[-1.927844, 0.253376, -0.082687], [-1.426344, -1.089160, -0.335684], [0.100987, 1.413119, 0.097853], [-1.280116, 1.344972, -0.027382], [0.868020, 0.208744, -0.280014], [2.180262, 0.299893, -0.300916], [0.367089, -1.033906, 0.323348], [-2.963303, 0.424573, -0.212847], [-1.902794, -1.710541, 0.456862], [-1.545810, -1.315225, -1.399897], [0.714814, 2.214485, -0.551141], [0.327276, 1.592888, 1.234416], [2.636950, 0.576338, 0.584711], [2.751528, -0.365907, -0.840498], [0.135575, -0.930764, 1.359348], [0.963707, -1.882884, -0.025469]], "forces_ev_per_a": [[1.631, 2.560, -1.138], [1.686, -0.605, 2.671], [3.749, 0.733, 1.009], [-0.836, -0.146, 0.296], [-1.852, -1.688, -1.748], [3.051, 0.619, 1.215], [-3.238, -0.216, -1.106], [-1.415, -0.501, 0.171], [0.528, -0.457, -1.162], [0.777, -0.681, 0.363], [-2.047, -1.394, 1.522], [-0.373, 0.278, -1.718], [-0.218, -0.359, -0.506], [-0.916, 0.639, 0.058], [0.972, -0.756, -1.169], [-1.500, 1.973, 1.242]], "lowdin_charge": [-0.174, 0.095, -0.211, 0.075, -0.309, 0.032, 0.140, 0.123, 0.126, 0.131, 0.188, 0.159, 0.118, 0.125, 0.173, 0.209], "homo_ev": -13.69, "e_lumo_ev": -4.4, "energy_ev": -9205.83855, "de_lowest_kcal_mol": 133.4, "total_charge": 1}



# 3
{"formula": "C17H19NSSn", "method": "the ωB97M-V functional and the def2-TZVPD basis", "elements": ["C", "C", "C", "H", "C", "H", "H", "H", "C", "H", "H", "C", "H", "H", "C", "H", "H", "C", "H", "H", "Sn", "H", "S", "C", "C", "C", "C", "C", "C", "C", "C", "C", "N", "H", "H", "H", "H", "H", "H"], "xyz": [[-1.931230, -0.972321, -1.764003], [1.351265, -0.509963, -2.225453], [-1.469106, 0.414853, -1.342502], [-2.674619, -0.877410, -2.576035], [1.358297, 0.873957, -1.928013], [2.282239, -1.061270, -2.026052], [-2.197343, 0.872485, -0.656779], [2.303300, 1.283524, -1.545710], [-1.095091, 1.379840, -2.476793], [-1.740036, 2.260706, -2.334831], [-1.379088, 0.977649, -3.461899], [-0.792048, -1.936545, -2.151610], [-1.219296, -2.792963, -2.695903], [-0.357670, -2.387417, -1.241624], [0.325972, -1.275018, -3.006833], [-0.124118, -0.684274, -3.819065], [0.874711, -2.107934, -3.484464], [0.371652, 1.865087, -2.496943], [0.667751, 2.144237, -3.523558], [0.438712, 2.804152, -1.925508], [0.272739, -0.018415, -0.071696], [-2.438545, -1.419708, -0.893662], [1.800561, -1.956031, 3.792096], [2.364332, -2.980391, 2.514086], [1.950571, -2.539299, 1.259804], [1.160774, -1.356823, 1.362771], [1.018201, -0.894351, 2.653489], [0.333314, 0.332217, 2.960378], [-0.004275, 0.850605, 4.229825], [-0.779506, 2.001937, 4.327662], [-1.224500, 2.638261, 3.158233], [-0.843961, 2.124917, 1.918393], [-0.050305, 1.039292, 1.854788], [2.973875, -3.855049, 2.731983], [2.193342, -3.014939, 0.315736], [0.346445, 0.301427, 5.101689], [-1.051109, 2.404842, 5.306485], [-1.857650, 3.518586, 3.193153], [-1.158557, 2.551545, 0.968367]], "forces_ev_per_a": [[-0.344, -0.421, 0.187], [0.720, -0.531, -0.508], [0.264, -0.229, 0.955], [0.251, -0.161, 0.137], [0.458, 0.196, 0.864], [-0.402, 0.301, 0.072], [0.057, -0.164, -0.393], [-0.370, -0.115, -0.403], [-0.416, 0.399, 0.057], [0.253, -0.112, -0.214], [0.089, -0.091, 0.406], [-0.423, -0.044, -0.549], [0.045, 0.244, 0.011], [0.034, 0.249, -0.237], [-0.016, -0.878, -0.288], [0.123, -0.189, 0.225], [-0.268, 0.357, 0.010], [0.136, 0.322, 0.060], [-0.123, -0.240, 0.167], [0.089, -0.313, -0.052], [0.927, 0.765, 1.055], [-0.121, 0.069, -0.378], [0.015, -0.028, -0.335], [-0.247, 0.162, -1.352], [0.183, -0.185, 1.478], [-0.006, 0.575, -1.512], [-0.472, 0.440, 0.703], [0.236, -0.089, 0.449], [-0.096, 0.340, -0.057], [0.680, -0.906, 0.600], [-0.065, 0.186, -1.749], [-0.096, 0.355, 1.968], [-0.973, -0.436, -1.476], [-0.211, 0.296, -0.005], [0.027, -0.080, 0.227], [-0.168, 0.241, -0.019], [0.122, -0.191, -0.331], [0.056, -0.138, 0.049], [0.055, 0.048, 0.178]], "lowdin_charge": [-0.266, -0.258, -0.352, 0.117, -0.308, 0.106, 0.082, 0.098, -0.219, 0.110, 0.106, -0.230, 0.111, 0.086, -0.212, 0.111, 0.113, -0.218, 0.120, 0.108, 1.439, 0.110, 0.992, -0.422, -0.211, -0.342, -0.552, -0.318, -0.027, -0.090, -0.092, -0.147, -0.098, 0.060, 0.093, 0.102, 0.103, 0.093, 0.103], "homo_ev": [-4.75, -5.95], "e_lumo_ev": [0.0, 0.3], "energy_ev": -36089.85231, "de_lowest_kcal_mol": 1.5}



# 4
{"formula": "C19H22N2O8S2", "method": "the ωB97M-V functional and the def2-TZVPD basis", "elements": ["C", "H", "O", "C", "C", "N", "S", "O", "O", "C", "C", "C", "C", "C", "C", "H", "H", "C", "C", "C", "C", "C", "C", "C", "O", "O", "H", "S", "O", "O", "N", "H", "C", "C", "O", "C", "H", "H", "H", "H", "H", "H", "H", "H", "H", "H", "H", "H", "H", "H", "H", "H", "H"], "xyz": [[5.023016, -2.461269, -0.724749], [5.706447, -2.298110, 0.113341], [4.660099, -1.245171, -1.347704], [5.665803, -0.670267, -2.144612], [6.828348, -0.065034, -1.343704], [6.449618, 1.041104, -0.504663], [5.759437, 0.749767, 0.972987], [5.855475, 1.973632, 1.708055], [6.367649, -0.434769, 1.501793], [4.001757, 0.445099, 0.734641], [3.261755, 1.282915, -0.063511], [1.895797, 1.051846, -0.212150], [1.268367, -0.008945, 0.459972], [2.053174, -0.820347, 1.287012], [3.405625, -0.596687, 1.424802], [4.021808, -1.218419, 2.053448], [1.597506, -1.635308, 1.825144], [-0.159006, -0.192744, 0.251288], [-0.906846, -1.207686, 0.858978], [-2.259002, -1.327274, 0.612795], [-2.889084, -0.441079, -0.246605], [-2.186165, 0.566804, -0.860582], [-0.819979, 0.699976, -0.611954], [-0.101385, 1.800743, -1.276526], [-0.613157, 2.603905, -2.009164], [1.231366, 1.905052, -1.030494], [-2.676239, 1.253914, -1.531474], [-4.642006, -0.611533, -0.574420], [-4.836923, -0.814830, -1.975637], [-5.165908, -1.583618, 0.349327], [-5.173914, 0.924248, -0.207293], [-5.854119, 1.226883, -0.891584], [-5.616746, 1.152893, 1.153781], [-7.056465, 1.691834, 1.178806], [-7.924432, 0.985036, 0.334463], [-8.255009, -0.316570, 0.777988], [-9.024543, -0.675967, 0.098088], [-7.396936, -0.993572, 0.741654], [-8.653901, -0.287099, 1.798613], [-7.425669, 1.690728, 2.215189], [-7.066153, 2.717110, 0.798191], [-5.554280, 0.202099, 1.690670], [-4.950268, 1.875406, 1.637348], [-2.851031, -2.102001, 1.074539], [-0.429949, -1.906713, 1.526051], [3.708068, 2.118012, -0.577953], [6.060895, 1.840721, -0.975955], [7.606905, 0.267571, -2.035648], [7.251098, -0.809632, -0.667922], [5.161209, 0.114314, -2.716869], [6.069481, -1.415871, -2.846058], [4.096165, -2.895658, -0.355075], [5.482258, -3.145426, -1.446675]], "forces_ev_per_a": [[0.003, -0.044, -0.029], [-0.018, -0.070, -0.030], [0.055, 0.029, -0.090], [0.266, 0.039, -0.043], [-0.280, -0.691, -0.322], [-0.443, -0.037, 0.866], [0.089, 0.618, -0.017], [-0.200, 0.111, -0.213], [-0.164, -0.201, -0.240], [0.336, 0.087, 0.181], [-0.360, 0.102, -0.097], [0.469, -0.641, 0.611], [0.414, 0.297, -0.136], [-0.004, 0.239, -0.169], [0.117, -0.091, 0.124], [-0.001, -0.145, 0.091], [-0.035, -0.086, 0.059], [-0.508, 0.086, -0.193], [0.080, 0.137, -0.113], [-0.034, -0.099, 0.053], [-0.468, -0.101, 0.020], [0.281, 0.145, -0.088], [-0.117, -0.398, 0.240], [-0.453, 0.332, -0.347], [0.209, -0.251, 0.229], [0.060, 0.266, -0.194], [0.002, 0.141, -0.068], [0.166, 0.365, 0.101], [0.012, 0.275, -0.157], [0.298, 0.153, 0.036], [0.171, -0.745, -0.455], [-0.060, -0.147, -0.291], [-0.153, 0.044, 0.591], [0.232, 0.044, -0.018], [-0.033, 0.126, -0.148], [-0.003, -0.094, 0.013], [0.000, -0.071, 0.069], [-0.082, 0.034, 0.033], [-0.014, -0.008, -0.012], [0.085, 0.052, -0.094], [0.010, -0.027, 0.125], [-0.059, 0.208, 0.126], [-0.135, -0.075, 0.078], [0.010, -0.108, 0.103], [0.023, -0.073, 0.068], [0.007, 0.147, -0.121], [-0.042, 0.286, 0.035], [-0.014, -0.038, 0.094], [0.154, -0.060, -0.239], [0.114, -0.036, -0.054], [-0.033, 0.082, -0.007], [0.066, -0.081, 0.029], [-0.019, -0.026, 0.009]], "lowdin_charge": [-0.092, 0.074, -0.206, -0.206, -0.206, -0.119, 0.648, -0.272, -0.283, -0.260, 0.034, -0.157, -0.074, 0.013, -0.058, 0.119, 0.111, -0.079, 0.012, -0.024, -0.246, 0.032, -0.042, -0.388, 0.146, 0.142, 0.134, 0.657, -0.269, -0.306, -0.120, 0.114, -0.213, -0.218, -0.194, -0.086, 0.095, 0.066, 0.093, 0.127, 0.128, 0.106, 0.121, 0.117, 0.109, 0.133, 0.109, 0.127, 0.110, 0.127, 0.124, 0.092, 0.095], "homo_ev": -9.14, "e_lumo_ev": -0.6, "energy_ev": -61089.39561, "smiles": "COCCNS(=O)(=O)c1ccc2c(c1)oc(=O)c1cc(S(=O)(=O)NCCOC)ccc12", "de_lowest_kcal_mol": 50.1}